Here is a structure of composition C20H23ClOPSTl at a distorted geometry from the Open Molecules 2025 dataset. Energies are from ωB97M-V with the def2-TZVPD basis set.

Output
Frontier orbital gap (alpha / beta): 5.93 / 5.17 eV
Net charge: +2

Atoms and positions in Å:
Tl: -0.8324 1.7298 -0.8442
Cl: -1.9844 2.3664 1.4222
P: -0.3671 -0.8411 0.0586
C: 1.2862 -0.4317 0.3442
C: 2.1991 -0.6794 -0.6765
C: 3.5410 -0.5667 -0.3973
C: 3.9938 -0.2134 0.8672
C: 3.0608 0.0766 1.8778
C: 1.6966 -0.0363 1.6372
C: -0.9852 -2.1224 1.0652
C: -2.3695 -2.4448 1.0363
C: -2.8014 -3.4929 1.8279
C: -1.9066 -4.1895 2.6404
C: -0.5434 -3.9799 2.4976
C: -0.0699 -2.9597 1.7126
C: -0.6906 -1.0600 -1.6928
C: -1.3701 -0.1252 -2.5337
C: -1.8591 -0.4719 -3.7726
C: -1.4691 -1.6969 -4.3089
C: -0.6415 -2.5448 -3.5697
C: -0.2547 -2.2513 -2.2554
H: -3.0546 -1.8581 0.4235
H: -3.8719 -3.6857 1.9157
H: -2.2550 -4.8823 3.3889
H: 0.1538 -4.5233 3.1033
H: 0.9851 -2.7570 1.6270
H: 1.8370 -0.9036 -1.6555
H: 4.2354 -0.7364 -1.1993
H: 5.0667 -0.1182 1.0380
H: 3.4402 0.4086 2.8577
H: 0.9694 0.2166 2.4298
H: -1.6889 0.9472 -2.3094
H: -2.5364 0.2377 -4.2747
H: -1.8354 -1.9857 -5.3019
H: -0.2921 -3.4708 -4.0078
H: 0.3361 -2.9238 -1.6552
H: 1.7053 1.4100 -1.9676
H: 1.1077 1.3418 -2.4799
C: 0.8591 5.1814 1.8892
S: -0.2060 3.9828 1.2947
C: -1.4207 4.9686 0.5393
O: 0.7681 3.2320 0.3735
H: 0.1638 5.8421 2.3809
H: 1.2721 5.5805 0.9762
H: 1.6281 4.7709 2.5479
H: -0.9367 5.9330 0.3966
H: -1.7660 4.5860 -0.4267
H: -2.2965 5.1408 1.1596

These are the Mulliken partial charges, in e, on atoms 1 to 5: 0.7207 -0.3304 0.4485 0.8984 -0.7699